Entry 1:
Entry from OMol25: C53H44IrN7OTe as an isolated structure (ωB97M-V/def2-TZVPD).

Element x y z (Å)
Ir (-0.4693, -0.2401, -0.0943)
C (1.6486, -3.6682, 1.5218)
C (1.1570, -2.7005, 0.6305)
N (0.3747, -1.7215, 1.0282)
C (0.0210, -1.5999, 2.3536)
C (0.4625, -2.5449, 3.2961)
C (1.2977, -3.5918, 2.8375)
C (0.0589, -2.4193, 4.6442)
C (-0.7628, -1.3879, 4.9959)
C (-1.1986, -0.4263, 4.0639)
C (-0.8065, -0.4818, 2.7378)
N (-1.1167, 0.3768, 1.7095)
C (-1.6879, 1.6263, 1.7035)
C (-2.1224, 2.3921, 2.7727)
C (-2.7177, 3.6529, 2.5732)
C (-2.8992, 4.1823, 1.3279)
C (-2.4527, 3.4539, 0.2017)
C (-2.5685, 3.9379, -1.1232)
C (-2.0817, 3.2093, -2.1674)
C (-1.4646, 1.9749, -1.9066)
N (-1.3631, 1.4930, -0.6885)
C (-1.8448, 2.2016, 0.3887)
H (2.2866, -4.4563, 1.1488)
H (1.4059, -2.7113, -0.4234)
H (1.6503, -4.3284, 3.5488)
H (0.3946, -3.1465, 5.3709)
H (-1.0968, -1.2943, 6.0210)
H (-1.8698, 0.3405, 4.4099)
H (-1.9959, 2.0507, 3.7853)
H (-3.0406, 4.2086, 3.4444)
H (-3.3691, 5.1465, 1.1871)
H (-3.0415, 4.8981, -1.2894)
H (-2.1506, 3.5605, -3.1867)
H (-1.0324, 1.3728, -2.6949)
C (9.0046, 3.1777, -1.1797)
C (7.6857, 2.6341, -0.7072)
C (7.2925, 1.3374, -1.0047)
C (6.0697, 0.8270, -0.5870)
C (5.7372, -0.6115, -0.8859)
C (5.2111, 1.6656, 0.1361)
Te (3.3453, 0.8540, 0.6700)
N (0.9358, -0.0876, -1.2822)
C (1.9620, 0.0343, -2.0329)
O (3.0262, 0.7046, -1.7148)
C (1.9698, -0.6341, -3.3783)
C (0.8622, -1.3373, -3.8464)
C (0.8963, -1.9456, -5.0906)
C (2.0354, -1.8523, -5.8803)
C (3.1382, -1.1484, -5.4203)
C (3.1067, -0.5400, -4.1736)
C (2.1040, 2.5487, 0.5685)
C (2.0263, 3.2637, -0.6190)
C (1.2446, 4.4080, -0.6784)
C (0.5532, 4.8278, 0.4485)
C (0.6332, 4.0999, 1.6256)
C (1.4034, 2.9436, 1.7109)
C (1.4816, 2.1939, 3.0133)
C (5.6083, 2.9549, 0.5211)
C (4.8093, 3.8580, 1.4232)
C (6.8402, 3.4140, 0.0708)
H (9.5609, 2.4326, -1.7455)
H (9.6194, 3.4938, -0.3359)
H (8.8562, 4.0490, -1.8192)
H (7.9583, 0.6964, -1.5712)
H (6.5617, -1.0902, -1.4111)
H (4.8397, -0.6904, -1.4987)
H (5.5714, -1.1755, 0.0371)
H (-0.0259, -1.3987, -3.2299)
H (0.0323, -2.4902, -5.4490)
H (2.0606, -2.3254, -6.8532)
H (4.0256, -1.0701, -6.0345)
H (3.9571, 0.0197, -3.8089)
H (2.5720, 2.9225, -1.4881)
H (1.1855, 4.9722, -1.6004)
H (-0.0535, 5.7242, 0.4132)
H (0.0813, 4.4281, 2.4980)
H (0.7454, 2.5778, 3.7187)
H (2.4688, 2.2931, 3.4721)
H (1.2875, 1.1274, 2.8805)
H (4.2931, 3.2972, 2.2035)
H (4.0594, 4.4273, 0.8732)
H (5.4758, 4.5668, 1.9124)
H (7.1557, 4.4116, 0.3570)
N (-7.0743, -3.2908, 0.1687)
C (-7.9298, -4.3328, -0.1213)
C (-9.2877, -4.5296, 0.1181)
C (-9.8207, -5.7215, -0.3237)
C (-9.0351, -6.6865, -0.9813)
C (-7.6934, -6.4846, -1.2140)
C (-7.1334, -5.2831, -0.7733)
N (-5.8335, -4.8258, -0.8716)
C (-5.8399, -3.6510, -0.3059)
C (-4.6456, -2.8125, -0.1950)
C (-3.4359, -3.2941, -0.6931)
C (-2.3099, -2.5123, -0.5993)
N (-2.3110, -1.2939, -0.0309)
C (-3.4669, -0.8296, 0.4517)
C (-4.6451, -1.5479, 0.3811)
H (-7.3171, -2.4420, 0.6461)
H (-9.8965, -3.7912, 0.6226)
H (-10.8712, -5.9222, -0.1619)
H (-9.5024, -7.6053, -1.3087)
H (-7.0839, -7.2216, -1.7186)
H (-3.3961, -4.2718, -1.1507)
H (-1.3587, -2.8494, -0.9889)
H (-3.4461, 0.1481, 0.9096)
H (-5.5417, -1.0980, 0.7849)

Computed properties:
- HOMO energy (spin up / spin down): -9.310 / -9.324 eV
- Molar mass: 1114.8 g mol⁻¹
- ΔE to the lowest compared entry with this formula, charge and spin: 36.92 kJ/mol
- DFT total energy: -2876.83812 Ha
- Gap between HOMO and LUMO (spin up / spin down): 6.64 / 6.15 eV
- Spin multiplicity: 2
- Total charge: +1


Entry 2:
Entry from OMol25: C33H45F4N2O3S2SbTi as an isolated structure at a distorted geometry (ωB97M-V/def2-TZVPD).

Element x y z (Å)
Ti (-0.0407, -0.1498, -0.1322)
C (3.4604, -2.1331, -2.7782)
C (3.3998, -0.6205, -2.9053)
N (3.0146, 0.1236, -1.6890)
C (3.2465, 1.5523, -1.9626)
C (2.8061, 2.5266, -0.8848)
C (3.7081, -0.3043, -0.4829)
C (2.7622, -0.7809, 0.6195)
N (1.6077, 0.1240, 0.8169)
C (1.6127, 1.1097, 1.8243)
C (0.5116, 1.9483, 1.8858)
F (-0.4678, 1.7146, 0.9429)
C (0.3431, 2.9802, 2.7704)
F (-0.7672, 3.7127, 2.7082)
C (1.3213, 3.2289, 3.7091)
C (2.4307, 2.4116, 3.6875)
F (3.4095, 2.5964, 4.5681)
C (2.5924, 1.3834, 2.7722)
F (3.7317, 0.6822, 2.8357)
H (3.5491, -2.5697, -3.7735)
H (2.5603, -2.5485, -2.3222)
H (4.3229, -2.4775, -2.2071)
H (2.6698, -0.3570, -3.6737)
H (4.3720, -0.2610, -3.2676)
H (2.7251, 1.7803, -2.8928)
H (4.3137, 1.7115, -2.1715)
H (1.7473, 2.4288, -0.6417)
H (2.9784, 3.5456, -1.2365)
H (3.3698, 2.4132, 0.0428)
H (4.3172, 0.5058, -0.0811)
H (4.4017, -1.1182, -0.6937)
H (3.3345, -0.8739, 1.5332)
H (2.3843, -1.7718, 0.3835)
H (1.2311, 4.0333, 4.4284)
O (-0.7393, -0.7719, 1.7321)
S (-0.2988, -1.9406, 2.6186)
C (-1.8925, -2.4733, 3.3271)
C (-3.0542, -1.7567, 2.6412)
C (-3.3151, -2.2516, 1.2124)
C (-4.3167, -1.3671, 0.4664)
S (-3.5685, -0.0076, -0.5109)
O (-2.0467, -0.1652, -0.3637)
C (-3.9289, -0.4507, -2.1713)
C (-4.6301, 0.4808, -2.9221)
C (-4.9072, 0.1894, -4.2540)
C (-4.4722, -1.0048, -4.8052)
C (-3.7621, -1.9304, -4.0362)
C (-3.4877, -1.6605, -2.7088)
C (0.5582, -1.2136, 3.9599)
C (0.0504, -0.0803, 4.5943)
C (0.8085, 0.5074, 5.5884)
C (2.0484, -0.0328, 5.9372)
C (2.5393, -1.1588, 5.2936)
C (1.7932, -1.7577, 4.2830)
H (-1.8397, -2.2847, 4.3966)
H (-1.9366, -3.5524, 3.1674)
H (-2.8637, -0.6833, 2.6310)
H (-3.9468, -1.9153, 3.2497)
H (-3.7099, -3.2700, 1.2386)
H (-2.3816, -2.2889, 0.6554)
H (-4.9781, -0.8500, 1.1632)
H (-4.9330, -1.9150, -0.2430)
H (-4.9578, 1.4168, -2.4793)
H (-5.4603, 0.8994, -4.8558)
H (-4.6888, -1.2258, -5.8436)
H (-3.4344, -2.8624, -4.4788)
H (-2.9435, -2.3755, -2.1009)
H (-0.9025, 0.3472, 4.2983)
H (0.4385, 1.3892, 6.0957)
H (2.6349, 0.4356, 6.7187)
H (3.5055, -1.5652, 5.5641)
H (2.1736, -2.6261, 3.7534)
C (-2.1698, 3.0304, -1.8166)
Sb (-0.4290, 1.8773, -2.2316)
C (0.6375, 3.5857, -2.8963)
C (-0.9410, 1.0508, -4.1129)
H (-2.6064, 3.3210, -2.7715)
H (-1.8427, 3.9258, -1.2884)
H (-2.9200, 2.5325, -1.2074)
H (-0.0391, 4.1105, -3.5740)
H (1.5563, 3.3293, -3.4211)
H (0.8707, 4.2232, -2.0445)
H (-1.5326, 1.7891, -4.6551)
H (-1.5099, 0.1282, -3.9949)
H (-0.0269, 0.8371, -4.6695)
C (0.1484, -3.5184, -0.8506)
C (0.0825, -2.0592, -0.7753)
O (0.0568, -1.2788, -1.7257)
H (0.0431, -3.8767, -1.8734)
H (-0.6074, -3.9497, -0.1896)
H (1.1156, -3.8328, -0.4462)

Computed properties:
- HOMO energy: -13.432 eV
- Molar mass: 827.5 g mol⁻¹
- ΔE to the lowest compared entry with this formula, charge and spin: 131.56 kJ/mol
- DFT total energy: -3904.71863 Ha
- Gap between HOMO and LUMO: 7.47 eV
- Total charge: +2


Entry 3:
Entry from OMol25: C6H13CsO3 as an isolated structure at a distorted geometry (ωB97M-V/def2-TZVPD).

Element x y z (Å)
H (-4.1845, 1.5639, -1.4297)
C (-3.8504, 1.1417, -0.4665)
H (-2.6536, 0.3701, -2.6926)
H (-4.6491, 0.4986, -0.0606)
H (-3.6582, 1.9635, 0.2351)
C (-2.5672, -0.3220, -1.8327)
H (-3.4080, -1.0380, -1.8832)
O (-2.6526, 0.4207, -0.6221)
C (-1.2295, -1.0558, -1.8714)
H (-1.1787, -1.5204, -2.8864)
H (-0.4461, -0.2553, -1.8753)
O (-1.0373, -1.9453, -0.8446)
C (2.8315, -0.4685, 0.4486)
H (3.2024, -0.6940, 1.4508)
O (2.5418, 1.2434, -1.1378)
C (2.6875, 0.8351, 0.1334)
C (2.8092, 2.6094, -1.4191)
H (1.8979, 3.2080, -1.2809)
H (3.1200, 2.6615, -2.4675)
H (2.8889, 1.6039, 0.8897)
H (3.5999, 3.0014, -0.7620)
Cs (-0.8352, -0.8841, 1.7949)
H (2.7519, -1.3412, -0.2025)

Computed properties:
- HOMO energy: -6.339 eV
- Molar mass: 266.1 g mol⁻¹
- ΔE to the lowest compared entry with this formula, charge and spin: 16.25 kJ/mol
- DFT total energy: -482.15847 Ha
- Gap between HOMO and LUMO: 5.94 eV


Entry 4:
Entry from OMol25: a 2-piece molecular cluster, C8H16ClFN3O overall at a distorted geometry (ωB97M-V/def2-TZVPD).

Element x y z (Å)
C (-1.0550, 0.1346, -0.2838)
C (2.8997, -1.8370, -0.4483)
C (1.7417, -0.8310, -0.5734)
C (0.8487, -0.8383, 0.6824)
C (2.8375, -1.2964, 1.9495)
C (-3.5500, 0.8955, -0.2738)
C (-1.4560, 2.4244, -1.1120)
C (-1.9868, 1.2486, -0.2441)
N (-0.1697, 0.1649, 0.6219)
N (3.5186, -1.6499, 0.8685)
N (1.6991, -0.4599, 1.8729)
O (1.8668, -3.0883, 2.5640)
F (2.2480, 0.4381, -0.7946)
Cl (0.7761, -2.5291, 3.6425)
H (-1.2645, -0.5793, -1.0002)
H (2.5169, -2.7572, -0.6071)
H (3.7328, -1.6884, -1.0300)
H (1.2906, -1.0439, -1.4676)
H (0.4394, -1.8435, 0.6739)
H (3.5317, -1.3459, 2.7742)
H (-4.2625, 1.7255, -0.0447)
H (-3.7682, 0.5081, -1.2123)
H (-3.8680, 0.1157, 0.4612)
H (-2.3732, 3.1611, -1.2610)
H (-0.7867, 2.8997, -0.5651)
H (-1.0979, 2.0646, -2.0947)
H (-2.0724, 1.7625, 0.7729)
H (4.2823, -2.2037, 1.2222)
H (1.8183, 0.4959, 1.9212)
H (0.9195, -0.7038, 2.7526)

Computed properties:
- HOMO energy: -13.015 eV
- Molar mass: 224.7 g mol⁻¹
- ΔE to the lowest compared entry with this formula, charge and spin: 192.21 kJ/mol
- DFT total energy: -1113.53278 Ha
- Gap between HOMO and LUMO: 9.09 eV
- Total charge: +1